Formula: C34H40AsI2LuN5
Source: the Open Molecules 2025 dataset
Level of theory: ωB97M-V with the def2-TZVPD basis set

Results
- Total charge: +3
- E_tot: -5659.26985 a.u.
- Highest occupied orbital energy: -15.9 eV

```
83
C34H40AsI2LuN5 | the Open Molecules 2025 dataset | ωB97M-V with the def2-TZVPD basis set
H -1.6027 0.5360 4.3580
C 0.7724 1.0467 -4.3860
H -1.0875 2.6297 1.3648
H -0.8211 4.2863 1.7149
C 3.1650 -2.0992 -1.7292
H -1.1544 -1.8002 3.4218
C -3.7616 -3.1339 -1.3770
C 2.6710 -0.9612 -0.9869
As -1.2982 0.1893 -0.8726
C 0.9363 3.3713 -0.2680
C 2.8652 -3.3465 -1.1567
H 3.4881 1.8343 -2.8782
C -3.5584 1.6492 0.2267
C 0.6204 -1.3762 -4.1508
C -2.7996 1.4242 -0.9210
H -1.1731 3.0115 3.7895
C -2.2924 -1.4333 -0.5866
C -0.3388 0.0084 -2.4969
C -3.4697 -3.9150 -0.2956
I 4.2628 0.7962 2.3469
C -3.1278 -1.9074 -1.5646
H 0.0943 -1.2410 4.4768
N 1.9531 -1.0948 0.1278
C -2.5706 -3.4646 0.6700
H 1.0229 1.9051 -4.9589
C 2.8193 0.4379 -1.4500
H -3.1442 1.2185 1.1520
H -1.5908 0.4816 2.6034
H 2.0774 3.0487 -1.9993
C -2.0441 -2.1869 0.5398
H -3.3884 -1.2979 -2.4508
H -4.4693 -3.4496 -2.1119
H -1.5104 -1.7683 1.3272
H 0.8747 -2.3890 -4.5499
H -4.4440 3.3977 -3.0969
C 0.4507 -3.7920 2.3210
H -3.9673 -4.9004 -0.1695
C -3.0975 2.0624 -2.1193
H 1.9189 -4.4520 0.4791
H 0.7451 1.2882 4.2398
H 1.6383 3.5086 1.5959
C 4.5609 -0.0663 4.3263
H 4.0959 0.4766 5.1172
C -5.1069 2.9791 -1.0831
N 0.5633 -1.2491 2.4019
C -0.9897 0.3111 3.5096
Lu 1.0479 0.6982 1.2189
C 0.0911 1.1340 -3.1630
H 0.0468 -4.3456 1.5016
I 3.7657 -2.0353 4.4945
H -5.9402 3.6761 -1.2196
C 1.0851 -0.2017 -4.8382
H 1.6070 -0.4486 -5.7801
H -2.3863 -4.0036 1.5990
H 5.6458 -0.0271 4.4573
C -0.0481 -1.2521 -2.9532
H 3.0344 3.3008 -0.5586
H 3.6225 -1.9966 -2.7057
N 0.1248 1.3181 3.4077
H -0.2839 -2.1517 -2.3922
H -5.2535 2.4953 1.1410
C -0.2333 2.7394 3.2742
C -4.2230 2.8614 -2.1861
N 0.8716 2.9978 1.1298
C 2.1307 2.7417 -0.9148
C -0.3978 3.2393 1.8436
C 2.1580 -3.5173 0.0209
H -0.0028 3.0155 -0.6781
N 2.1668 1.2830 -0.7027
H 4.8112 0.8895 -2.2987
H -0.1572 2.1181 -2.7489
H -0.3170 -3.6716 3.1029
C 1.7367 -2.3139 0.6288
H -2.4821 1.9051 -2.9985
C -0.3837 -1.0407 3.5368
H 0.5077 3.3038 3.7751
H 1.2908 -4.3726 2.7596
C -4.7690 2.3575 0.1501
H 3.2071 -4.2704 -1.6974
C 3.7250 0.7999 -2.5562
C 0.8844 -2.3723 1.8767
H 0.9459 4.4088 -0.5350
H 3.5828 0.1645 -3.4421
```

=====

Formula: C34H40Cl10N4O8
Source: the Open Molecules 2025 dataset
Level of theory: ωB97M-V with the def2-TZVPD basis set

Results
- Total charge: +1
- Multiplicity: 2
- E_tot: -6741.65047 a.u.
- Highest occupied orbital energy (spin up / spin down): -11.5 / -11.5 eV
- ⟨S²⟩: 0.769

```
96
C34H40Cl10N4O8 | the Open Molecules 2025 dataset | ωB97M-V with the def2-TZVPD basis set
O -7.9445 -0.3104 3.8390
H 1.7119 -7.6663 0.3416
C -1.7591 3.9296 2.1045
H 3.2510 -7.5311 -1.7134
C -6.0271 3.3297 1.3143
C 3.2222 -6.6894 -1.0374
C 1.4324 0.6777 -2.2060
C -0.9481 0.5073 -0.7801
C 2.3727 0.9792 -7.8078
H -4.6791 0.6413 -8.3331
Cl 8.4192 -0.5612 -0.8506
C -5.5834 -0.5566 3.8753
Cl 0.9297 -0.9035 3.8331
C -0.4184 2.8081 3.7225
H 2.4858 -1.7405 5.3384
Cl 1.2492 -0.4118 -7.8256
H 6.6934 -2.0798 -1.0653
C 3.0405 1.1431 -6.3830
C 3.8057 -4.4805 -0.2066
N -0.7406 6.3809 4.7755
H 0.0232 1.8458 3.9351
H -4.1497 -1.3190 0.9012
H 0.4628 3.8851 5.2560
C 0.2630 0.0069 -0.1725
C 3.9065 -5.4460 -1.1878
O -1.2776 7.4158 4.4567
H -6.2521 2.5070 1.9930
O 5.6397 -4.3668 -2.2236
H 0.2595 -0.5160 0.7725
Cl 5.0808 -1.4659 4.4115
C -3.1247 -0.8694 4.0075
H -4.9323 3.8587 -0.5732
C 3.5258 -1.3011 3.5211
N 2.6720 -0.5758 -0.3483
H 4.2915 -3.5229 -0.3223
H 3.2696 -2.2147 2.9846
O 4.5867 -5.9403 -3.4413
Cl -4.1559 1.7599 0.2588
C -1.2117 2.7505 2.5712
C -0.8459 5.1678 3.9964
H -2.9659 0.0191 -8.1378
C -4.2628 -1.1664 1.9643
H -2.0338 6.0048 2.4442
C -4.3550 -0.6302 4.6252
H -4.3597 1.8540 -6.1607
C -0.2471 3.9730 4.4468
H 1.4638 -5.8619 1.7522
H 3.3484 0.2078 -5.9155
H -4.3304 -0.4034 5.6809
H 3.9820 1.6763 -6.5145
H 6.1427 -0.4362 -1.1434
H 2.2846 0.8463 -2.8477
C 6.8088 -1.1030 -0.5958
H 1.8460 1.8973 -8.0681
H 3.6876 -0.4875 2.8140
H -2.9659 2.3864 -7.1453
C -3.1073 -1.2074 2.6937
C -5.3719 3.0513 0.0125
Cl 6.5166 0.4106 1.7722
H 0.2418 1.2021 -3.8002
C 2.5184 -0.9715 4.5666
H -1.8610 0.4160 -0.2104
C 2.1780 -5.8201 0.9432
O 2.5813 -1.3520 0.6003
O -6.9450 -0.0254 5.6561
Cl -2.4316 0.8748 -5.3899
C -3.8695 0.3848 -7.6499
C 0.2502 0.9724 -2.7450
O 3.7549 -0.2397 -0.8245
C -3.4786 1.5272 -6.7129
H -2.1386 -1.3920 2.2534
H 2.7763 0.0067 4.9727
C -0.9560 0.9215 -2.1010
H -1.3432 1.7979 2.0797
H 2.8043 -3.8302 1.5551
H 5.2906 -1.5036 0.9570
O -0.0436 6.2383 5.7685
H -6.4345 -0.9687 1.9344
H -6.1554 2.5675 -0.5706
N 4.7725 -5.1987 -2.4006
C 6.3319 -1.1845 0.9105
H -6.9311 3.8916 1.0796
H 3.0487 0.7705 -8.6371
H -2.1613 -0.6964 4.4639
Cl 1.9670 2.1332 -5.4635
C -1.6017 5.1031 2.8523
Cl -4.6218 -0.9086 -6.6987
C 1.4678 0.0927 -0.8809
C 2.3593 -6.8517 0.0523
C 2.8885 -4.6207 0.8240
C -5.5178 -0.9182 2.5032
H -2.3620 3.9797 1.2098
H 6.8498 -1.9342 1.5087
H -1.8907 1.1598 -2.5867
Cl -5.0154 4.6050 2.0766
N -6.9478 -0.3851 4.4949
```

=====

Formula: C34H40Cl3N5O4RbSi2
Source: the Open Molecules 2025 dataset
Level of theory: ωB97M-V with the def2-TZVPD basis set

Results
- Total charge: -1
- E_tot: -3878.11915 a.u.
- Energy above the lowest of the compared OMol25 structures with the same formula, charge and spin: 0.000 eV
- Highest occupied orbital energy: -3.5 eV

```
89
C34H40Cl3N5O4RbSi2 | the Open Molecules 2025 dataset | ωB97M-V with the def2-TZVPD basis set
H -3.6938 0.5260 0.0396
H 4.3790 3.7862 -0.4336
C 3.9518 -1.8050 0.9551
C -2.1387 4.8698 -0.9198
C 0.5134 1.8484 3.5245
O -2.0283 -0.7128 -1.5442
C -2.0753 3.7998 -1.7740
H -5.9627 -1.5486 -1.6997
N 2.4494 1.0255 -0.2829
C -3.1898 -1.0278 -1.2920
Cl -1.2633 -4.5691 7.2282
H 0.0415 4.8566 4.9972
C 4.3890 -3.5162 -1.4693
H 1.4243 -3.7690 -3.2686
H -5.1928 -2.9472 -0.9261
H 0.2274 0.0757 -4.6944
C 1.7670 -3.7362 -0.0820
H 0.7102 -3.4432 5.4710
Si 1.7343 -1.2712 -3.2109
C -5.2177 -2.3341 -1.8291
C -3.8395 -0.5539 -0.0183
H 3.9806 -3.9862 -2.3705
C 4.1004 0.7871 -1.9830
H 1.3607 -4.2559 -0.9557
H 4.7601 -4.3135 -0.8131
O -1.9031 7.9553 2.0371
C -1.0927 5.5565 2.6388
Cl -4.3642 -2.2463 3.4718
H 3.4925 -0.3506 -4.7760
N -0.0028 2.0473 2.3325
C 2.9536 2.2321 -0.0223
C -1.6311 5.7538 1.4211
H 4.5552 0.1672 -2.7431
H 2.4573 2.7865 0.7734
H -0.0099 -2.9741 -2.6084
C -2.7738 -2.6026 4.0932
C -2.6681 -3.3437 5.2516
C 2.4293 -1.0643 -1.5509
C -1.6548 4.7330 0.3986
H 3.7050 -2.0865 -4.5464
H 5.2413 -2.9047 -1.7814
H 5.4571 2.4212 -2.2598
H 0.9971 2.5953 5.4891
H 0.9542 1.1032 -3.4476
C 0.7722 -2.8956 -3.3677
C 0.0347 4.0637 4.2587
Cl 1.0356 -1.9562 3.1049
H -2.4379 3.8827 -2.7896
H -3.9090 -2.1861 -4.2150
C 4.0225 2.7981 -0.6941
H 0.9237 -3.3113 0.4662
N -2.2086 7.0960 1.2273
C -0.4128 -2.4618 3.9400
C 2.9562 -1.2997 -4.6816
H -1.4797 1.7236 -1.9752
H 4.2089 -2.6218 1.6366
H -1.1012 6.3608 3.3618
C 2.9978 0.2670 -1.2647
H -2.5573 5.8024 -1.2502
H 2.4374 -1.4806 -5.6316
H -0.3924 0.0186 -3.0281
H -3.3050 -0.9951 0.8317
N -1.0523 2.4407 -0.1124
H -3.5585 -3.6891 5.7583
Si 3.0685 -2.4541 -0.5929
H 3.3613 -1.0658 1.5039
C -1.4120 -3.6390 5.7542
O -2.9305 7.2976 0.2648
H 0.9151 0.8568 3.7120
C -0.2755 -3.2039 5.0962
H -3.0215 -3.3719 -3.2353
O -1.7692 -1.3726 2.3165
C 0.5575 2.8300 4.5296
Rb -0.0572 -0.3561 0.5064
C -1.5307 2.5917 -1.3252
C 0.5146 0.1187 -3.6383
C 4.6060 2.0420 -1.7035
H 0.3032 -2.9432 -4.3584
C -1.6617 -2.0813 3.3570
H -5.5406 -2.9660 -2.6533
H 2.2343 -4.4875 0.5663
H 4.8813 -1.3056 0.6609
C -3.2563 -2.3103 -3.3491
C -0.5274 4.3007 2.9905
C -1.0988 3.4767 0.7399
N -3.9092 -1.7882 -2.1587
H -4.8988 -0.7752 0.0749
C -0.5257 3.2543 2.0571
H -2.3308 -1.7675 -3.5107
```

=====

Formula: C34H40GeN6O4S2Ti
Source: the Open Molecules 2025 dataset
Level of theory: ωB97M-V with the def2-TZVPD basis set

Results
- Total charge: +2
- E_tot: -5671.51307 a.u.
- Energy above the lowest of the compared OMol25 structures with the same formula, charge and spin: 0.311 eV
- Highest occupied orbital energy (spin up / spin down): -12.7 / -12.7 eV

```
88
C34H40GeN6O4S2Ti | the Open Molecules 2025 dataset | ωB97M-V with the def2-TZVPD basis set
C -4.2242 0.7392 2.7133
H 2.2357 -2.5009 1.3858
H 0.9055 2.5401 -5.5619
H 3.0173 -0.9255 -1.9852
O 0.4972 -1.8484 -3.9790
H 4.1170 2.0572 1.8116
N 1.8718 -2.2238 6.0729
C 2.7936 1.0373 -1.1389
C 1.1599 -4.1696 3.4708
O 1.0903 -0.2378 1.6379
H -4.5693 -3.1468 -4.1905
C 3.9859 -0.7668 -0.0674
H 1.2145 -2.8642 -0.6306
C -2.1994 0.3576 1.1301
C 2.0121 4.0927 -4.5733
H 2.5083 4.4224 -5.4768
H 3.3025 -1.8761 3.2445
H 4.3680 -1.7801 -0.0846
C 1.1466 -2.5835 1.4253
H -5.2637 1.0647 2.7079
C 3.2278 -0.2902 -1.1336
H 1.0093 -5.2272 3.6928
C 2.6085 -3.8226 3.8143
H -3.5586 2.7545 2.2836
H 2.2886 1.4415 -2.0114
O -0.0841 -0.3565 -1.8744
C -3.2830 1.9083 2.9107
C -3.0733 -2.1045 -3.0782
H 1.8134 4.8390 -1.2801
C 0.6707 -1.3624 2.2097
H 0.3607 3.5764 0.5414
C 3.8491 1.3945 0.9987
H 1.1919 -4.7058 1.3790
O 0.0109 -1.4038 3.2140
H -2.2742 1.5459 -2.4725
S -3.8826 -0.0055 1.0915
C -4.8141 3.3303 -1.1431
N -1.9959 -0.8830 -0.7496
H -0.2920 -2.6378 -0.0548
H 2.9282 -4.3344 4.7241
H 3.2985 -4.1582 3.0405
C -2.0792 2.8743 -0.7832
C -1.7209 -1.7382 -2.9824
C -1.2830 -0.9653 -1.8222
H -4.6391 4.7088 0.4932
C 4.3088 0.0840 0.9834
H 4.9553 -0.2678 1.7797
C -2.6211 -3.3027 -5.0968
C -1.2900 -2.9475 -5.0288
C -3.5244 -2.8760 -4.1228
H 0.6323 -1.1177 -3.3565
C 0.7271 3.2427 -2.2419
H -3.2361 2.2183 3.9537
H -5.8711 3.5146 -1.2889
C -2.7648 3.7670 0.0397
C -2.7824 2.2239 -1.7965
C 0.4778 2.6100 -3.4622
S -1.6218 1.3516 2.4265
H 2.0446 0.2568 5.6432
N 0.6768 -2.3410 0.0526
C 1.1139 3.0334 -4.6208
H -4.6710 1.9362 -2.7697
C -4.1408 2.4454 -1.9741
H -0.3335 -4.0460 1.9338
H -4.0915 -0.0211 3.4813
H -0.5811 -3.2600 -5.7850
C 0.7500 -3.9307 2.0123
C 2.2618 4.7350 -3.3689
H 2.7603 2.9078 -0.0750
C -0.8278 -2.1557 -3.9823
C 2.3592 -1.6447 4.9831
H -3.7541 -1.7642 -2.3090
H -2.2335 4.3059 0.8184
Ge -0.1513 2.6626 -0.5936
H 2.4407 0.1216 3.9853
H 1.4512 -1.6793 6.8067
H 1.9314 -3.2180 6.2095
C -4.1237 3.9953 -0.1386
N -1.3799 -0.0711 0.2127
H -0.2191 1.7816 -3.5187
N 2.4032 -0.3118 4.8943
C 1.6239 4.3106 -2.2094
H 0.4948 -3.6130 4.1316
C 3.0811 1.8758 -0.0539
H 2.9473 5.5724 -3.3310
H -2.9668 -3.9099 -5.9236
N 2.8349 -2.3787 3.9811
Ti 0.6621 0.1383 -0.2004
```